Entry 1:
This record from OMol25 describes an isolated molecule of C5H7NO2. The level of theory is the ωB97M-V functional and the def2-TZVPD basis.

Each line ends with the Mulliken charge.
Geometry (Å):
1 C -0.1263 1.1821 -0.8875  -0.3051
2 C 0.9904 -1.2795 -0.6241  -0.5945
3 C 1.1314 -0.7720 0.7623  -0.2618
4 C 0.2068 -0.0239 -0.3288  0.5614
5 N -0.4553 2.3285 -0.2284  -0.3980
6 C -1.2699 -0.2857 0.3071  -0.0876
7 O 1.2295 -1.3248 1.9489  -0.3393
8 O -1.8598 0.4037 1.1161  -0.5495
9 H 0.8856 -2.2362 1.9729  0.2897
10 H 0.2465 1.3192 -1.8984  0.3449
11 H -0.8689 2.1874 0.6893  0.2713
12 H -0.7735 3.1237 -0.7580  0.2199
13 H -1.5613 -1.3123 0.0478  0.3707
14 H 1.8237 -1.1250 -1.3122  0.2564
15 H 0.4010 -2.1853 -0.8070  0.2215

Atoms 1-2, force components in eV/Å:
C 1.872 1.708 -1.996
C -0.641 0.007 0.532

* HOMO-LUMO gap (spin up / spin down): 6.777 / 7.411 eV
* LUMO (spin up / spin down): 0.532 / 0.533 eV
* total energy: -399.73883 hartree
* energy above the lowest of the compared OMol25 structures with the same formula, charge and spin: 142.3 kcal/mol
* multiplicity: 1

Entry 2:
This record from OMol25 describes C5H7NO2 as an isolated structure. The level of theory is the ωB97M-V functional and the def2-TZVPD basis.

Each line ends with the Mulliken charge.
Geometry (Å):
1 C 1.0273 -0.2804 1.8487  -1.2234
2 C 0.5974 -0.2816 0.4578  0.3920
3 C 0.2922 0.3072 -0.6799  0.3162
4 C 0.3244 1.5179 -1.6243  -0.9062
5 C -0.3299 -0.9353 -0.4160  -0.4022
6 H 0.2760 -0.3496 2.7215  0.2975
7 H 1.3835 -1.1869 2.1845  0.3974
8 H 1.9676 0.5984 2.0094  0.2254
9 H -0.6828 1.9146 -1.4974  0.3046
10 H 0.9103 1.2442 -2.8363  0.2827
11 H 0.9696 2.3903 -0.9883  0.2255
12 H -0.3193 -1.8403 -1.3035  0.2776
13 N -1.7863 -1.0172 -0.0373  0.9919
14 O -2.2401 -0.0181 0.3365  -0.5676
15 O -2.3899 -2.0633 -0.1752  -0.6113

Atoms 1-2, force components in eV/Å:
C 2.030 3.338 1.829
C -0.592 0.862 -0.112

* HOMO-LUMO gap: 10.130 eV
* LUMO: 0.582 eV
* total energy: -399.67020 hartree
* energy above the lowest of the compared OMol25 structures with the same formula, charge and spin: 185.3 kcal/mol
* multiplicity: 1